No. 1
{"formula": "H80O40", "method": "the ωB97M-V functional and the def2-TZVPD basis", "charge": 0, "gap_ev": 9.5, "homo_energy_ev": -10.08, "total_energy_ev": -83194.267, "elements": ["H", "H", "O", "H", "H", "O", "H", "H", "O", "H", "H", "O", "H", "H", "O", "H", "O", "H", "O", "H", "H", "O", "H", "H", "O", "H", "H", "O", "H", "H", "O", "H", "O", "H", "H", "O", "H", "H", "O", "H", "H", "O", "H", "H", "O", "H", "H", "O", "H", "H", "O", "H", "O", "H", "H", "O", "H", "O", "H", "H", "O", "H", "H", "O", "H", "H", "O", "H", "H", "O", "H", "H", "O", "H", "H", "O", "H", "H", "O", "H", "H", "O", "H", "H", "O", "H", "H", "O", "H", "O", "H", "H", "O", "H", "H", "H", "H", "H", "H", "O", "H", "H", "O", "H", "H", "O", "H", "H", "O", "H", "H", "O", "H", "H", "O", "H", "H", "O", "H", "H"], "coordinates": [[-3.263, -3.730, 4.420], [-1.971, -2.991, 4.898], [-2.800, -3.350, 5.206], [0.392, 2.045, -6.002], [1.585, 1.318, -5.532], [1.128, 1.588, -6.381], [-1.558, -1.286, -2.449], [-2.428, -1.347, -1.169], [-1.982, -1.907, -1.839], [6.708, 0.449, 1.785], [5.860, 1.649, 1.377], [5.858, 0.663, 1.532], [4.128, -0.995, 4.108], [2.855, -1.069, 5.015], [3.639, -0.562, 4.827], [-2.216, -1.169, 3.916], [-1.316, -1.052, 4.397], [1.886, 2.439, -2.957], [2.499, 2.478, -3.705], [-2.006, 1.347, -2.767], [-2.763, 0.203, -3.580], [-2.887, 1.093, -2.980], [-2.268, 4.708, -0.849], [-3.476, 5.728, -0.765], [-3.297, 4.809, -0.884], [1.752, 2.555, 0.005], [1.747, 1.074, 0.487], [1.800, 1.657, -0.313], [0.875, -3.573, 3.488], [0.277, -4.548, 4.612], [1.156, -4.096, 4.317], [-3.399, -0.261, -0.338], [-3.857, -1.044, -0.035], [-0.522, 2.839, -2.857], [-0.187, 1.383, -2.961], [-0.186, 2.237, -3.508], [-2.594, 0.707, 1.412], [-3.110, 1.894, 2.313], [-2.463, 1.253, 2.237], [-2.696, -4.036, 2.721], [-1.459, -4.869, 2.274], [-2.091, -4.749, 3.042], [3.624, -3.396, -0.153], [3.869, -4.597, 1.013], [3.402, -4.203, 0.271], [-0.080, 5.956, -3.580], [0.459, 4.545, -3.389], [-0.100, 5.224, -2.975], [4.244, 0.295, 2.119], [3.252, -0.948, 1.981], [3.381, -0.064, 2.310], [0.090, -0.044, 1.019], [0.095, 0.608, 1.695], [3.479, 2.299, -0.869], [3.783, 3.664, -1.671], [3.985, 3.051, -1.026], [-0.664, 1.331, -0.407], [-1.177, 0.537, -0.826], [-1.105, 3.642, 0.993], [0.183, 2.800, 1.346], [-0.318, 3.208, 0.640], [1.440, 1.968, 6.337], [0.549, 1.932, 4.982], [1.010, 1.440, 5.624], [-2.390, -1.443, 1.187], [-1.897, -2.708, 0.628], [-1.568, -1.831, 0.876], [3.021, -3.361, -3.659], [4.054, -3.936, -2.653], [3.227, -3.450, -2.725], [0.303, -1.294, 4.762], [0.958, -2.635, 5.673], [0.676, -1.753, 5.529], [0.964, -1.576, -5.423], [0.057, -2.727, -6.072], [0.526, -2.418, -5.308], [2.016, 5.147, 0.158], [1.519, 4.921, -1.397], [2.278, 4.975, -0.727], [-0.723, 1.854, 3.404], [0.664, 2.206, 3.306], [-0.184, 2.675, 3.310], [-5.563, 2.217, 1.052], [-5.010, 2.977, 2.324], [-4.872, 2.180, 1.764], [-4.992, -3.977, -1.667], [-3.737, -3.530, -2.594], [-4.601, -3.210, -2.165], [1.511, -0.727, -2.927], [0.995, 0.003, -2.662], [3.820, -0.660, -4.382], [5.126, 0.191, -4.311], [4.459, -0.273, -3.837], [-0.776, 0.405, 2.037], [-1.811, -0.895, 5.310], [-0.494, -0.161, -0.724], [2.042, 3.077, -4.264], [-4.653, -1.479, -0.260], [1.107, 0.231, -1.676], [-1.849, -1.028, -4.402], [-2.196, -0.623, -5.279], [-0.904, -0.989, -4.103], [2.908, 4.578, 3.561], [2.485, 3.751, 3.249], [3.871, 4.351, 3.446], [2.315, 2.022, 3.456], [2.702, 1.469, 2.711], [2.166, 1.269, 4.166], [-1.311, -4.567, -3.520], [-2.154, -4.974, -3.777], [-1.238, -3.696, -3.937], [0.497, -6.496, -1.431], [0.125, -6.184, -2.245], [0.364, -5.826, -0.800], [-5.807, 3.668, -0.624], [-5.521, 2.827, -1.005], [-5.237, 4.263, -1.116], [-2.525, -4.058, -0.397], [-2.202, -4.022, -1.289], [-3.287, -3.482, -0.499]]}

---

No. 2
{"formula": "H80O40", "method": "the ωB97M-V functional and the def2-TZVPD basis", "charge": 0, "gap_ev": 9.8, "homo_energy_ev": -10.25, "total_energy_ev": -83197.156, "elements": ["H", "H", "O", "H", "H", "O", "H", "H", "O", "H", "H", "O", "H", "H", "O", "H", "O", "H", "O", "H", "H", "O", "H", "H", "O", "H", "H", "O", "H", "H", "O", "H", "O", "H", "H", "O", "H", "H", "O", "H", "H", "O", "H", "H", "O", "H", "H", "O", "H", "H", "O", "H", "O", "H", "H", "O", "H", "O", "H", "H", "O", "H", "H", "O", "H", "H", "O", "H", "H", "O", "H", "H", "O", "H", "H", "O", "H", "H", "O", "H", "H", "O", "H", "H", "O", "H", "H", "O", "H", "O", "H", "H", "O", "H", "H", "H", "H", "H", "H", "O", "H", "H", "O", "H", "H", "O", "H", "H", "O", "H", "H", "O", "H", "H", "O", "H", "H", "O", "H", "H"], "coordinates": [[-1.243, 3.110, -2.277], [0.119, 3.203, -1.452], [-0.817, 3.425, -1.468], [4.294, 0.033, 2.494], [5.116, -1.171, 1.944], [4.585, -0.861, 2.666], [-0.860, -0.100, -4.991], [-0.337, 0.557, -3.661], [-0.695, 0.717, -4.535], [-3.070, 1.392, -1.439], [-2.158, 2.367, -0.643], [-2.583, 1.501, -0.636], [-1.034, 3.131, 5.105], [0.095, 2.204, 5.171], [-0.233, 2.972, 5.655], [-4.577, -3.374, -2.503], [-4.088, -2.865, -1.850], [-0.391, 4.998, 3.294], [0.312, 5.114, 3.942], [-0.680, 3.980, 0.944], [-2.005, 3.963, 0.368], [-1.579, 3.766, 1.207], [-3.101, -2.166, 3.623], [-3.054, -2.042, 5.192], [-2.915, -2.631, 4.447], [-2.090, 4.589, 3.382], [-2.332, 2.983, 3.305], [-2.135, 3.757, 3.826], [4.016, -3.767, 0.279], [3.430, -3.470, -1.104], [4.072, -3.169, -0.469], [0.265, -2.675, 5.296], [0.771, -2.023, 4.794], [-1.061, 0.822, 6.114], [-1.247, -0.747, 5.990], [-1.684, 0.106, 6.018], [0.899, -4.044, 1.617], [0.368, -5.376, 0.856], [1.125, -4.887, 1.187], [3.712, 4.173, -2.589], [4.275, 2.822, -2.789], [3.835, 3.531, -3.296], [5.468, -0.563, 0.549], [4.901, -0.975, -0.922], [5.035, -0.304, -0.251], [4.451, 1.467, -0.427], [5.236, 2.834, -0.636], [4.447, 2.359, -0.798], [-0.238, 0.995, 0.440], [0.618, 2.128, 1.075], [0.057, 1.911, 0.320], [0.775, 3.492, -5.456], [-0.054, 3.133, -5.115], [2.970, 0.805, -2.619], [2.693, -0.496, -3.429], [3.123, -0.141, -2.649], [0.584, 1.400, 3.860], [1.485, 1.216, 3.588], [-3.786, 3.934, -3.104], [-3.919, 2.598, -3.737], [-3.535, 3.012, -2.968], [4.494, 1.996, 4.541], [3.878, 1.957, 3.003], [3.951, 1.584, 3.870], [1.574, 1.415, -1.472], [0.198, 1.196, -1.315], [0.907, 0.867, -1.912], [-0.649, -4.091, 2.435], [-1.183, -2.733, 2.514], [-0.335, -3.194, 2.626], [-1.191, -3.679, 0.245], [-2.607, -3.812, -0.414], [-1.688, -4.102, -0.462], [-1.312, 1.229, 2.552], [-1.949, -0.047, 3.091], [-1.646, 0.823, 3.360], [-1.188, -4.250, -2.139], [-1.552, -4.291, -3.724], [-1.097, -4.701, -2.993], [-3.874, -3.967, 2.790], [-4.192, -3.320, 1.420], [-3.477, -3.669, 1.964], [0.398, -5.891, -2.604], [1.022, -5.137, -1.583], [0.995, -6.066, -1.849], [2.855, -5.763, -0.613], [3.167, -5.317, -2.008], [3.602, -5.520, -1.175], [-4.107, 0.013, -3.305], [-4.735, -0.069, -2.568], [-1.790, -2.442, -1.165], [-1.432, -1.168, -1.474], [-1.981, -1.841, -1.921], [-0.008, 2.233, -5.493], [-4.375, -1.935, -1.890], [1.955, 1.078, 4.414], [0.345, 4.262, 4.395], [0.543, -2.324, 3.896], [-4.242, 0.359, -1.846], [2.265, -1.087, 0.106], [2.746, -1.885, 0.369], [2.484, -0.797, -0.781], [1.798, -1.667, -5.162], [1.766, -2.102, -6.022], [2.643, -1.208, -5.241], [-0.642, 6.220, -1.701], [-1.075, 5.363, -1.833], [0.241, 5.912, -1.506], [-0.253, -1.427, -0.056], [-0.201, -2.069, 0.644], [0.711, -1.141, -0.117], [-4.075, -0.106, 3.498], [-3.850, -0.061, 4.431], [-4.087, 0.749, 3.101], [-3.452, 0.053, -5.614], [-2.784, 0.749, -5.637], [-2.939, -0.751, -5.553], [1.148, 4.012, -3.032], [0.254, 4.274, -3.188], [1.705, 3.451, -3.567]]}

---

No. 3
{"formula": "H80O40", "method": "the ωB97M-V functional and the def2-TZVPD basis", "charge": 0, "gap_ev": 10.4, "homo_energy_ev": -10.93, "total_energy_ev": -83197.556, "elements": ["H", "H", "O", "H", "H", "O", "H", "H", "O", "H", "H", "O", "H", "H", "O", "H", "O", "H", "O", "H", "H", "O", "H", "H", "O", "H", "H", "O", "H", "H", "O", "H", "O", "H", "H", "O", "H", "H", "O", "H", "H", "O", "H", "H", "O", "H", "H", "O", "H", "H", "O", "H", "O", "H", "H", "O", "H", "O", "H", "H", "O", "H", "H", "O", "H", "H", "O", "H", "H", "O", "H", "H", "O", "H", "H", "O", "H", "H", "O", "H", "H", "O", "H", "H", "O", "H", "H", "O", "H", "O", "H", "H", "O", "H", "H", "H", "H", "H", "H", "O", "H", "H", "O", "H", "H", "O", "H", "H", "O", "H", "H", "O", "H", "H", "O", "H", "H", "O", "H", "H"], "coordinates": [[4.800, 2.570, 0.177], [5.462, 2.182, 1.514], [5.577, 2.736, 0.724], [-2.688, -2.981, -0.857], [-3.831, -3.663, -1.556], [-3.380, -3.673, -0.700], [3.621, -4.603, -1.686], [4.591, -4.326, -2.799], [4.558, -4.486, -1.855], [1.105, 3.290, 0.711], [1.749, 2.415, 1.746], [1.967, 2.927, 0.945], [1.070, 1.433, -5.928], [0.696, 3.015, -6.256], [0.734, 2.284, -5.647], [0.479, -4.953, -4.155], [0.022, -4.264, -3.653], [-3.237, 4.785, -1.876], [-3.089, 4.019, -1.293], [4.015, 0.881, -2.044], [2.475, 1.108, -1.756], [3.379, 1.257, -1.429], [-0.082, 0.515, 1.596], [1.248, 0.503, 0.841], [0.685, -0.023, 1.429], [-2.643, 2.054, 1.133], [-1.667, 1.435, 2.003], [-1.726, 2.198, 1.397], [-5.249, 0.048, -0.820], [-5.756, 1.441, -0.739], [-5.551, 0.762, -1.390], [-2.644, -2.602, 4.496], [-3.195, -3.401, 4.456], [0.479, -5.487, -0.819], [1.262, -4.287, -0.578], [1.289, -5.030, -1.199], [-5.235, -0.941, 1.964], [-6.520, -0.810, 1.071], [-6.191, -1.046, 1.943], [-0.286, 3.362, -2.223], [1.146, 3.316, -1.927], [0.313, 2.992, -1.554], [3.655, -0.715, 3.310], [2.679, -1.553, 2.537], [3.356, -1.637, 3.234], [-0.789, 1.292, -4.557], [-0.626, 0.734, -2.966], [-1.060, 1.272, -3.633], [-1.065, -2.714, -1.987], [-0.836, -3.923, -1.253], [-0.893, -2.974, -1.058], [3.925, -1.700, -3.242], [4.090, -1.081, -3.965], [-0.968, -0.639, 3.485], [-2.075, -1.259, 2.636], [-1.932, -0.762, 3.487], [-0.644, 1.132, -0.270], [-1.369, 0.844, -0.819], [0.583, -4.113, 1.387], [1.393, -4.137, 2.608], [0.649, -3.641, 2.232], [-1.524, 4.379, 2.189], [-1.743, 5.969, 2.013], [-2.149, 5.111, 2.157], [1.069, 5.965, 0.829], [0.183, 6.717, 0.126], [0.740, 6.883, 0.904], [-0.870, 5.292, -4.206], [0.262, 4.435, -3.959], [-0.191, 5.179, -3.529], [1.470, -1.540, 1.020], [2.680, -2.654, 1.251], [2.368, -1.883, 0.763], [2.363, -1.556, -5.740], [2.695, -0.022, -6.036], [2.021, -0.712, -6.011], [-2.284, -4.877, 2.990], [-0.641, -4.852, 2.584], [-1.578, -4.908, 2.341], [3.825, 1.418, 2.854], [4.272, 0.466, 1.631], [4.460, 0.765, 2.530], [-2.370, -1.272, -2.192], [-2.010, -0.237, -3.249], [-2.080, -1.205, -3.125], [1.092, -0.178, 3.591], [1.407, 1.143, 4.539], [1.662, 0.547, 3.841], [-3.287, 0.195, 3.201], [-3.959, 0.850, 2.911], [-1.828, -5.058, -0.408], [-1.365, -5.948, 0.738], [-1.053, -5.582, -0.111], [4.987, -0.840, -3.705], [0.825, -3.848, -3.307], [-1.894, 1.429, -1.383], [-2.304, 4.488, -0.946], [-3.880, -3.165, 3.824], [-4.878, 0.592, 2.927], [-5.597, 3.060, 0.646], [-5.518, 2.206, 1.102], [-5.810, 3.858, 1.119], [-2.027, -0.861, 0.923], [-1.862, -0.210, 0.149], [-1.357, -1.555, 0.862], [-0.162, 3.246, 4.127], [-0.621, 3.033, 3.300], [-0.983, 3.318, 4.644], [-0.165, -2.117, 5.150], [0.657, -1.783, 5.524], [0.151, -2.829, 4.575], [4.813, -1.114, -1.397], [4.008, -0.757, -0.976], [5.358, -0.667, -0.727], [3.652, 4.695, -1.503], [3.708, 4.014, -0.822], [4.411, 4.395, -2.022], [0.789, -0.667, -1.175], [0.529, -1.315, -0.521], [1.709, -0.808, -1.399]]}

---

No. 4
{"formula": "H80O40", "method": "the ωB97M-V functional and the def2-TZVPD basis", "charge": 1, "gap_ev": [8.6, 2.4], "homo_energy_ev": [-12.31, -12.31], "multiplicity": 2, "total_energy_ev": -83185.582, "s2": 0.7577, "elements": ["H", "H", "O", "H", "H", "O", "H", "H", "O", "H", "H", "O", "H", "H", "O", "H", "O", "H", "O", "H", "H", "O", "H", "H", "O", "H", "H", "O", "H", "H", "O", "H", "O", "H", "H", "O", "H", "H", "O", "H", "H", "O", "H", "H", "O", "H", "H", "O", "H", "H", "O", "H", "O", "H", "H", "O", "H", "O", "H", "H", "O", "H", "H", "O", "H", "H", "O", "H", "H", "O", "H", "H", "O", "H", "H", "O", "H", "H", "O", "H", "H", "O", "H", "H", "O", "H", "H", "O", "H", "O", "H", "H", "O", "H", "H", "H", "H", "H", "H", "O", "H", "H", "O", "H", "H", "O", "H", "H", "O", "H", "H", "O", "H", "H", "O", "H", "H", "O", "H", "H"], "coordinates": [[-4.182, 1.305, 2.483], [-3.435, 0.577, 3.330], [-3.350, 0.795, 2.397], [-0.600, 2.251, -4.804], [-1.957, 2.436, -4.134], [-1.473, 1.830, -4.710], [-1.330, -2.164, 0.608], [-2.054, -1.808, 1.815], [-2.182, -2.287, 1.000], [-0.547, -1.447, 6.312], [-1.734, -1.093, 5.491], [-1.237, -1.867, 5.775], [-0.136, -5.680, 1.148], [1.019, -4.825, 0.702], [0.741, -5.740, 0.720], [0.116, 3.021, -2.585], [0.004, 2.158, -2.202], [-0.229, 1.484, 3.660], [0.274, 1.469, 2.822], [1.881, -0.155, -1.922], [2.876, 0.027, -3.052], [2.298, 0.531, -2.495], [-2.526, 5.331, 0.848], [-1.789, 4.173, 1.302], [-2.005, 4.567, 0.445], [1.000, 0.853, 5.720], [0.386, 2.230, 5.475], [0.160, 1.266, 5.518], [-0.213, -1.434, -3.236], [1.071, -1.066, -3.696], [0.636, -1.904, -3.371], [-0.981, -0.488, -1.231], [-0.292, -0.830, -0.594], [-2.240, 1.991, -0.185], [-2.135, 2.192, -1.685], [-2.733, 1.777, -0.977], [4.968, 0.503, -4.193], [4.583, 1.313, -2.960], [4.696, 1.354, -3.955], [-3.145, -3.970, -2.463], [-1.587, -3.976, -2.348], [-2.424, -3.968, -1.825], [-4.522, -0.748, -0.380], [-3.847, -2.050, -0.158], [-4.151, -1.493, -0.888], [2.451, -0.167, 2.126], [1.768, -0.039, 3.664], [2.111, -0.605, 2.956], [-0.359, 4.878, 0.172], [1.184, 5.208, 0.615], [0.568, 5.064, -0.120], [1.886, -2.130, -1.751], [2.043, -1.668, -0.885], [2.318, 4.508, 3.447], [1.812, 3.288, 3.091], [1.473, 4.037, 3.606], [5.452, -1.599, -3.017], [4.905, -1.595, -3.844], [-4.287, -3.530, -0.099], [-4.577, -5.101, 0.170], [-4.599, -4.207, 0.544], [-0.619, 1.339, 0.367], [0.036, 2.875, -0.126], [0.021, 2.057, 0.432], [1.099, -5.191, 2.907], [2.513, -4.852, 2.487], [1.945, -4.801, 3.246], [4.463, -1.985, 2.422], [3.585, -3.019, 1.976], [4.263, -2.422, 1.549], [-2.922, -2.996, 3.752], [-3.558, -3.145, 2.417], [-3.796, -2.956, 3.371], [-2.095, -1.773, -4.276], [-2.484, -0.846, -5.521], [-2.499, -1.746, -5.190], [-2.366, 4.840, -2.326], [-0.955, 4.736, -1.678], [-1.432, 4.865, -2.536], [-4.693, 0.717, 0.460], [-4.630, 2.161, 0.483], [-5.278, 1.468, 0.676], [2.164, 0.362, -5.964], [2.643, 0.860, -4.565], [1.909, 0.958, -5.250], [-2.411, 1.585, 5.235], [-2.535, 3.128, 4.870], [-2.777, 2.250, 4.590], [1.903, 2.447, 1.068], [2.797, 2.620, 1.460], [-2.374, 0.264, -2.780], [-1.532, 0.384, -4.019], [-1.675, -0.238, -3.226], [3.016, -1.701, -1.023], [0.878, 1.674, -2.220], [5.262, -0.925, -4.406], [-0.136, 0.697, 2.424], [-0.378, -0.210, 0.114], [3.260, 2.548, 0.631], [5.660, 3.060, 1.060], [4.883, 2.869, 0.503], [5.443, 3.753, 1.703], [4.916, 0.296, -1.612], [4.945, -0.585, -1.228], [5.951, 0.545, -1.448], [-1.704, 3.936, 3.379], [-0.785, 3.664, 3.407], [-1.993, 3.011, 3.261], [0.916, 3.215, -4.957], [1.235, 2.292, -5.164], [1.504, 3.818, -5.426], [-1.864, -5.446, 1.028], [-2.794, -5.405, 0.841], [-1.441, -5.014, 0.289], [2.253, -4.348, -0.567], [1.392, -4.006, -0.877], [2.046, -5.329, -0.367], [-0.009, -1.705, 2.476], [0.099, -2.191, 3.334], [0.475, -2.336, 1.887]]}

---

Sequential ΔE to the lowest compared entry with this formula, charge and spin output: 266.32, 199.69, 190.46, 181.04 kcal/mol
Sequential strongest force on any atom output: 5.85, 3.43, 2.38, 4.96 eV/Å